[1]
{
  "formula": "C5H3NO2",
  "method": "ωB97M-V/def2-TZVPD",
  "elements": ["C", "C", "C", "C", "C", "H", "H", "H", "N", "O", "O"],
  "xyz": [[0.064266, -0.083672, 0.324494], [-1.399784, -0.879804, 0.258065], [-0.185682, 1.269021, -0.046976], [-0.024183, 2.446267, -0.327471], [1.174389, -0.513305, -0.578959], [0.590769, -1.059755, 1.895704], [-1.475335, -1.598305, 1.267343], [0.255723, 3.520091, -0.700752], [2.084646, -1.112294, -0.978864], [0.580027, -0.080582, 1.654629], [-2.047243, -0.732795, -0.827776]],
  "forces_ev_per_angstrom": [[-0.8536, -0.2029, 0.5702], [0.4108, -0.1053, -4.0695], [0.4693, 4.2262, -0.7305], [0.4385, 0.4793, -0.6477], [0.3821, -2.3951, 0.2304], [0.3185, 1.7693, -0.0391], [-0.7875, 1.6342, -2.5675], [-1.0288, -2.8109, 1.0953], [-1.0578, 1.1005, 0.0653], [-0.6747, -2.4109, -0.0560], [2.3831, -1.2845, 6.1491]],
  "largest_force_ha_per_bohr": 0.13066,
  "smiles": "C#C[C@](O)(C#N)C=O",
  "orbital_gap_ev": 10.0,
  "homo_ev": -10.588
}

[2]
{
  "formula": "C5H3NO2",
  "method": "ωB97M-V/def2-TZVPD",
  "elements": ["C", "C", "C", "C", "C", "N", "O", "O", "H", "H", "H"],
  "xyz": [[-1.262111, 0.042225, 0.229175], [-0.286829, 0.961493, 0.476608], [-0.808186, -1.053665, -0.623135], [0.241932, -1.640167, -0.094574], [1.203304, 0.803165, 0.021328], [1.920854, -0.297487, 0.023084], [1.662751, 1.874989, -0.336917], [1.352305, -1.487703, 0.475661], [-2.208074, 0.341536, 0.492746], [-0.399098, 1.927315, 0.847861], [-1.416846, -1.471704, -1.511833]],
  "forces_ev_per_angstrom": [[3.3283, 1.9647, -0.3957], [1.3463, -3.3473, -1.0564], [-1.9711, -1.9497, -1.1949], [0.5764, 0.3527, 0.9209], [-3.0113, 1.2094, 0.6627], [3.7947, 0.4827, -0.4285], [0.7861, 0.4566, -0.3367], [-2.9572, -1.0242, -0.8317], [-2.5095, -0.2452, 0.2361], [-0.6709, 1.3589, 0.8379], [1.2881, 0.7415, 1.5864]],
  "largest_force_ha_per_bohr": 0.07555,
  "orbital_gap_ev": 7.2,
  "homo_ev": -9.004
}

[3]
{
  "formula": "C5H3NO3",
  "method": "ωB97M-V/def2-TZVPD",
  "elements": ["C", "C", "C", "C", "C", "N", "O", "O", "O", "H", "H", "H"],
  "xyz": [[-0.282144, -0.893786, 2.264879], [-0.263203, 1.101896, -0.041134], [1.995501, 1.209362, -0.905282], [-0.857816, -1.254025, -0.567497], [-1.157284, -0.029741, -0.120867], [0.949634, 0.715093, -0.576419], [-0.535697, 2.172763, 0.415221], [3.056678, 1.347671, -1.330628], [0.847935, -0.926133, 2.349134], [-1.578446, -2.082937, -0.758230], [0.077419, -1.567315, -0.950417], [-2.252577, 0.207151, 0.221240]],
  "forces_ev_per_angstrom": [[1.0694, -0.1232, -0.0206], [-1.1513, -2.7942, -0.8070], [0.2129, -1.1820, -0.3514], [0.4331, -8.3432, -2.7754], [-4.2459, 7.7397, 3.4322], [0.5727, 0.4012, 0.0401], [-0.3308, 2.1699, 0.8610], [0.9622, 1.0158, -0.1536], [-1.0213, 0.0462, 0.0247], [0.1366, 1.2149, 0.4149], [1.0592, 0.2998, -0.0432], [2.3031, -0.4449, -0.6218]],
  "largest_force_ha_per_bohr": 0.18419,
  "orbital_gap_ev": [7.7, 7.0],
  "homo_ev": [-7.068, -10.525],
  "spin_multiplicity": 3
}

[4]
{
  "formula": "C5H3NOS",
  "method": "ωB97M-V/def2-TZVPD",
  "elements": ["C", "C", "C", "C", "C", "H", "H", "H", "N", "O", "S"],
  "xyz": [[0.656137, -1.302705, -0.995105], [-0.043699, 0.723014, 0.730062], [0.602369, -0.487081, 1.279017], [1.318583, -1.502595, 0.400681], [-0.911648, 1.889943, 1.426827], [0.889844, 1.296737, 0.580562], [0.624421, -0.719256, 2.394056], [1.892300, -2.345329, 0.766402], [-1.786296, 2.756245, 1.658827], [1.077902, -2.049932, -1.956479], [-0.578509, 0.184383, -1.046867]],
  "forces_ev_per_angstrom": [[3.9511, -3.2330, -2.3002], [0.2795, 1.9140, -1.1360], [2.7869, -5.4415, 0.4211], [-6.2043, 6.0952, 1.5660], [-5.7799, 2.8416, 0.2349], [-0.3676, 0.2123, -0.4730], [0.1778, 0.8708, -1.4735], [-0.1247, 0.1623, -0.2967], [6.8220, -6.3428, -1.5436], [-3.0759, 3.9433, 3.8285], [1.5351, -1.0222, 1.1725]],
  "largest_force_ha_per_bohr": 0.18362,
  "smiles": "N#C[C@H]1C=CC(=O)S1",
  "orbital_gap_ev": 9.2,
  "homo_ev": -10.255
}

[5]
{
  "formula": "C5H3O3",
  "method": "ωB97M-V/def2-TZVPD",
  "elements": ["C", "C", "C", "C", "C", "O", "O", "O", "H", "H", "H"],
  "xyz": [[-0.605067, -0.395160, -0.115676], [-2.046926, -0.205990, 0.181565], [0.119952, -1.348604, 0.443430], [3.500707, 0.516429, -0.065690], [-2.875762, 0.775771, -0.024972], [3.290497, 1.497798, 0.482979], [-3.746014, 1.521230, -0.386989], [3.788158, -0.439714, -0.625354], [-0.194000, 0.334383, -0.896791], [-2.549312, -0.993854, 0.836593], [1.317762, -1.262284, 0.170909]],
  "forces_ev_per_angstrom": [[0.3380, 1.7935, -1.5907], [-0.4405, -1.3516, 1.1893], [2.7294, -0.9279, 0.7781], [0.1262, -0.2051, -0.1045], [-1.5450, 0.8583, -1.4047], [-0.5028, 1.5364, 0.9012], [1.3622, -0.7277, 0.8621], [0.3683, -1.3646, -0.8168], [-0.6182, -0.4620, 0.8903], [0.7950, 0.9323, -0.7907], [-2.6126, -0.0817, 0.0866]],
  "largest_force_ha_per_bohr": 0.05807,
  "total_charge": -1,
  "orbital_gap_ev": 5.3,
  "homo_ev": -2.164
}

[6]
{
  "formula": "C5H3O3",
  "method": "ωB97M-V/def2-TZVPD",
  "elements": ["C", "C", "C", "C", "C", "O", "O", "O", "H", "H", "H"],
  "xyz": [[1.033762, -0.368377, -0.352829], [1.471508, 0.868911, 0.424024], [-0.101345, -0.929854, 0.103501], [-3.476392, -0.611680, 0.000209], [2.506029, 1.569576, 0.204209], [-3.239034, 0.206174, 0.754384], [3.570049, 2.006285, -0.004752], [-3.785888, -1.456144, -0.730742], [1.632790, -0.537998, -1.195927], [0.570710, 1.153861, 1.135482], [-0.182189, -1.900755, -0.337559]],
  "forces_ev_per_angstrom": [[-1.0811, 1.5558, 2.0835], [-4.5605, -0.4844, 1.2987], [0.5024, 0.0736, 0.5356], [-0.0647, -1.2019, -0.6403], [0.9950, 0.0723, -0.1634], [0.2323, 1.6301, 1.2329], [1.1694, 0.9730, -0.1800], [-0.0742, -0.3433, -0.5022], [1.0542, -0.9306, -1.2334], [2.3562, -0.3157, -1.3295], [-0.5291, -1.0289, -1.1019]],
  "largest_force_ha_per_bohr": 0.09269,
  "total_charge": -1,
  "orbital_gap_ev": 5.7,
  "homo_ev": -2.311
}